51
Properties=species:S:1:pos:R:3:nbo_charge:R:1 method="wB97M-V/def2-TZVPD" e_homo_ev="-2.9 / -5.0" e_above_lowest_kcal_mol=0.00 total_charge=-1 orbital_gap_ha="0.19972 / 0.27885" spin_multiplicity=2 s_squared=0.764 e_lumo_ev="2.56 / 2.56"
Hg -0.071 0.672 -1.684 1.28
O -4.486 1.744 -1.106 -0.71
C -3.144 1.448 -1.131 0.67
O -2.707 0.777 -2.080 -0.75
C -2.399 1.970 -0.046 -0.07
C -3.017 2.748 0.969 -0.20
C -2.279 3.212 2.011 -0.22
C -0.898 2.904 2.076 -0.31
C -0.337 2.146 1.077 0.18
N -1.035 1.686 0.022 -0.63
C 1.143 1.752 1.183 0.71
O 1.785 2.782 1.885 -0.73
O 1.746 1.383 0.079 -0.86
H -4.840 1.280 -1.876 0.49
H -4.074 2.952 0.887 0.22
H -2.742 3.809 2.787 0.20
H -0.279 3.240 2.892 0.23
H 2.718 2.535 1.877 0.48
N 2.473 -3.073 -2.390 -0.83
C 1.541 -2.265 -2.981 0.70
O 0.432 -2.684 -3.265 -0.65
C 2.011 -0.858 -3.299 -0.53
C 0.868 0.131 -3.498 -0.86
H 2.115 -3.923 -1.983 0.40
H 3.227 -2.635 -1.887 0.39
H 2.641 -0.945 -4.194 0.21
H 2.674 -0.536 -2.492 0.22
H 0.114 -0.304 -4.152 0.22
H 1.243 1.039 -3.972 0.21
O 1.312 -0.602 1.483 -0.46
O 1.228 0.619 2.187 -0.30
C -2.314 -1.477 0.903 -0.69
Te -0.803 -2.158 -0.450 0.47
C -2.435 -2.391 -1.809 -0.66
C -3.676 -2.448 -0.961 -0.04
C -4.880 -2.931 -1.465 -0.21
C -6.019 -2.968 -0.674 -0.22
C -5.963 -2.518 0.637 -0.23
C -4.766 -2.036 1.148 -0.22
C -3.620 -1.997 0.361 0.05
H -2.295 -0.387 0.913 0.24
H -2.116 -1.835 1.912 0.23
H -2.291 -3.283 -2.412 0.23
H -2.449 -1.514 -2.453 0.26
H -4.919 -3.285 -2.489 0.21
H -6.947 -3.353 -1.079 0.20
H -6.846 -2.549 1.264 0.20
H -4.717 -1.687 2.173 0.21
Se 2.835 -0.545 0.475 0.70
C 3.324 -2.293 1.127 -0.03
N 3.739 -3.326 1.431 -0.41

27
Properties=species:S:1:pos:R:3:nbo_charge:R:1 method="wB97M-V/def2-TZVPD" e_homo_ev=-9.8 e_above_lowest_kcal_mol=23.87 orbital_gap_ha=0.37319 e_lumo_ev=0.31 smiles="NC(=O)C[C@@H](N)CO.O.O.O"
C -1.995 -0.920 0.247 -0.06
O -2.730 -1.221 1.430 -0.72
C -0.475 -0.989 0.548 -0.07
C 0.313 -1.499 -0.731 -0.54
C 1.204 -0.476 -1.424 0.69
N 2.525 -0.791 -1.346 -0.82
O 0.825 0.524 -2.012 -0.66
N -0.077 0.301 1.097 -0.86
H -2.269 0.072 -0.100 0.19
H -2.240 -1.666 -0.501 0.17
H -0.440 -1.814 1.238 0.21
H -0.387 -1.782 -1.513 0.24
H 0.840 -2.409 -0.465 0.22
H 3.183 -0.164 -1.776 0.40
H 2.895 -1.530 -0.768 0.41
H 0.879 0.300 1.414 0.35
H -2.664 -0.447 2.004 0.47
H -0.165 1.018 0.359 0.39
H 3.908 -1.404 2.230 0.48
H 2.717 -1.096 1.305 0.47
O 3.413 -1.734 1.479 -0.95
H -1.243 3.237 -1.129 0.48
H -0.347 2.049 -1.704 0.50
O -1.199 2.299 -1.320 -0.99
H -2.636 3.054 0.919 0.47
H -1.369 2.540 1.579 0.48
O -1.808 3.354 1.301 -0.95

48
Properties=species:S:1:pos:R:3:nbo_charge:R:1 method="wB97M-V/def2-TZVPD" e_homo_ev=-7.7 e_above_lowest_kcal_mol=395.66 orbital_gap_ha=0.26823 e_lumo_ev=-0.41 smiles="COc1cccc(-c2ccc(SCC(=O)NC3CCCCC3)nn2)c1"
C -1.498 7.087 -2.103 -0.21
H -1.022 8.094 -2.409 0.19
O -0.620 6.191 -1.975 -0.49
C -0.836 4.825 -1.716 0.28
C -2.032 4.302 -1.796 -0.29
C -2.277 2.945 -1.289 -0.15
C -1.156 2.084 -0.983 -0.20
C -0.070 2.493 -1.273 -0.18
C 0.176 3.811 -1.516 -0.20
H 1.245 4.329 -1.574 0.22
C 0.912 1.548 -0.852 0.24
N 0.735 0.198 -1.213 -0.24
N 1.871 -0.567 -1.179 -0.30
C 2.873 -0.238 -0.535 -0.03
C 3.291 1.020 -0.416 -0.23
C 2.428 2.013 -0.358 -0.16
H 2.703 3.139 -0.268 0.25
H 4.378 1.297 0.131 0.24
S 4.002 -1.455 -0.434 0.38
C 3.283 -3.002 -0.857 -0.68
H 2.720 -2.801 -1.945 0.26
H 4.070 -3.772 -1.028 0.28
C 2.303 -3.630 0.176 0.67
O 2.773 -4.572 0.956 -0.61
N 0.971 -3.149 0.001 -0.66
H 0.990 -2.136 -0.426 0.44
C 0.368 -3.336 1.097 -0.04
C -1.307 -3.677 0.498 -0.38
C -2.122 -4.032 1.642 -0.39
C -2.316 -2.779 2.547 -0.45
C -1.153 -2.552 3.171 -0.37
C 0.032 -2.276 2.031 -0.41
H 0.951 -1.978 2.656 0.19
H -0.134 -1.322 1.532 0.19
H -1.079 -1.708 3.860 0.21
H -0.904 -3.370 3.856 0.20
H -3.173 -3.122 3.097 0.21
H -2.658 -1.868 2.211 0.21
H -3.187 -4.225 1.069 0.19
H -1.979 -4.989 2.240 0.22
H -0.917 -4.381 -0.102 0.20
H -1.422 -2.866 0.179 0.16
H 0.635 -4.329 1.733 0.24
H -1.365 1.032 -0.918 0.24
H -3.455 2.480 -1.289 0.23
H -2.970 5.117 -1.828 0.23
H -2.062 7.231 -1.311 0.16
H -1.997 6.898 -3.087 0.16